Record 1
Below is 2 unconnected molecules or ions with the total composition C6H6BrN3O at a distorted geometry, with properties calculated with the ωB97M-V functional and the def2-TZVPD basis.

Calculated values
E_LUMO (alpha / beta) (Ha): -0.0682 / -0.0684
E_HOMO (alpha / beta) (eV): -8.141 / -8.140
Gap between HOMO and LUMO (alpha / beta) (eV): 6.29 / 6.28

Bonds (Å) are listed after each position.
Cartesian coordinates (Å):
1 Br 1.118 -3.426 0.196  C8 1.786
2 O -2.433 -0.933 1.304  C9 1.196
3 N -2.373 1.021 0.196  C9 1.302, C11 1.307
4 N -0.606 -0.310 0.108  C6 1.305, C9 1.399
5 N 1.272 0.191 -1.194  C6 1.315, H14 0.999, H16 1.008
6 C 0.057 0.419 -0.747  N4 1.305, N5 1.315, C7 1.346
7 C -0.601 1.449 -1.310  C6 1.346, C11 1.379, H12 1.047
8 C 1.050 -1.788 0.903  Br1 1.786, C10 1.268
9 C -1.907 -0.130 0.590  O2 1.196, N3 1.302, N4 1.399
10 C 1.617 -1.200 1.873  C8 1.268, H13 1.094, H17 1.082
11 C -1.844 1.717 -0.775  N3 1.307, C7 1.379, H15 1.108
12 H 0.104 2.047 -1.801  C7 1.047
13 H 2.490 -1.451 2.483  C10 1.094
14 H 1.772 0.825 -1.783  N5 0.999
15 H -2.548 2.504 -1.112  C11 1.108
16 H 1.609 -0.731 -0.966  N5 1.008
17 H 1.224 -0.205 2.036  C10 1.082

=====

Record 2
Below is 2 unconnected molecules or ions with the total composition C3H7O2S, with properties calculated with the ωB97M-V functional and the def2-TZVPD basis.

Calculated values
E_LUMO (Ha): 0.1479
E_HOMO (eV): -3.036
Gap between HOMO and LUMO (eV): 7.06
Total charge: -1

Bonds (Å) are listed after each position.
Cartesian coordinates (Å):
1 S -0.814 1.494 0.668  C6 1.820
2 O 0.216 2.220 -2.274  H10 0.965, H12 0.992
3 O -0.487 -2.788 -0.686  C5 1.213
4 C -0.107 -1.185 1.062  C5 1.501, C6 1.536, H11 1.082, H13 1.094
5 C -0.703 -1.688 -0.222  O3 1.213, C4 1.501, H8 1.105
6 C 0.474 0.225 0.875  S1 1.820, C4 1.536, H7 1.090, H9 1.091
7 H 1.122 0.227 -0.002  C6 1.090
8 H -1.352 -0.965 -0.745  C5 1.105
9 H 1.091 0.450 1.746  C6 1.091
10 H 0.930 2.870 -2.282  O2 0.965
11 H -0.900 -1.112 1.795  C4 1.082
12 H -0.086 2.186 -1.329  O2 0.992
13 H 0.616 -1.935 1.394  C4 1.094

=====

Q: Which energy above the lowest of the compared OMol25 structures with the same formula, charge and spin values were calculated for the entries above? A: 66.2, 17.4, in kcal per mole.